# 1
{"formula": "H80O40", "method": "ωB97M-V/def2-TZVPD", "lumo_ev": [-2.9705, -9.8170], "total_charge": 1, "relative_energy_kj_mol": 1501.41, "orbital_gap_ev": [9.52, 2.67], "spin_multiplicity": 2, "total_energy_ha": -3056.730430, "s2": 0.758, "species": ["O", "O", "O", "O", "O", "O", "O", "O", "O", "O", "O", "O", "O", "O", "O", "O", "O", "O", "O", "O", "O", "O", "O", "O", "O", "O", "O", "O", "O", "O", "O", "O", "O", "O", "O", "O", "O", "O", "O", "O", "H", "H", "H", "H", "H", "H", "H", "H", "H", "H", "H", "H", "H", "H", "H", "H", "H", "H", "H", "H", "H", "H", "H", "H", "H", "H", "H", "H", "H", "H", "H", "H", "H", "H", "H", "H", "H", "H", "H", "H", "H", "H", "H", "H", "H", "H", "H", "H", "H", "H", "H", "H", "H", "H", "H", "H", "H", "H", "H", "H", "H", "H", "H", "H", "H", "H", "H", "H", "H", "H", "H", "H", "H", "H", "H", "H", "H", "H", "H", "H"], "positions_angstrom": [[-0.7665, -2.4601, -2.3811], [-5.2293, 3.7263, 1.5680], [3.0580, 2.4483, 1.5141], [-2.9361, 3.4106, -3.0943], [-5.2314, 0.6636, 3.4054], [2.8863, 4.7529, -0.7009], [5.0854, 1.4732, -0.3124], [1.3473, 3.9224, -4.2223], [-3.1560, 1.8778, 3.0568], [0.4302, -1.5235, -0.1685], [-1.7493, -2.2669, 4.1778], [0.1665, 1.6790, -0.6671], [-3.6203, -0.7615, -3.4090], [6.3775, 2.2400, 1.9166], [-4.9573, -2.4652, -1.8283], [5.3374, -3.9051, 1.0484], [-4.0925, 1.0478, -0.3766], [-1.1024, 0.0706, -2.3784], [-0.6922, 2.3725, -5.5007], [-2.1413, -1.6052, 0.2160], [-0.5876, 2.0139, 4.3426], [3.2316, -3.1109, -1.2415], [-4.3739, -3.3305, 4.1925], [3.5868, -1.3724, 1.0617], [2.5615, -3.7546, 2.1530], [-2.6340, -5.7869, 0.1922], [1.0340, 5.0205, 3.3223], [-6.2815, 0.1925, -0.4193], [0.3231, -0.8534, 2.9015], [2.5329, -1.3778, -5.2300], [-0.7564, 1.5767, 1.4273], [1.1718, -5.0229, 0.4221], [3.6274, 2.5092, -4.1343], [-2.2976, 3.9623, 0.7223], [2.7176, -0.3287, -2.7909], [-0.5610, -3.6879, 1.6370], [0.4061, 6.3436, -0.7945], [1.9272, -5.7029, -1.7555], [-1.2224, -0.3427, 6.3627], [6.0992, -1.0620, -1.3120], [-5.2263, -2.2659, -0.9364], [-4.1941, -2.9409, -1.5616], [6.7962, -1.5856, -0.7612], [3.7473, 2.8351, -3.1956], [-0.5614, 1.8569, 3.3517], [-5.7132, -0.1820, 3.3663], [4.5384, 2.4305, -4.4391], [-1.8522, -5.4650, -0.1516], [3.5794, 0.1966, -3.2051], [2.7144, 3.8625, -0.9239], [3.6880, -0.6477, 1.3606], [1.1343, -1.6308, 0.4968], [1.8178, 4.0967, -4.9385], [2.2927, -0.2831, -3.5894], [1.7597, -4.3251, -0.0095], [-0.8598, -3.7495, 2.4662], [-4.2229, -0.0467, -3.8814], [3.2609, -3.1689, 1.7179], [-1.4036, 2.0714, 1.0238], [-0.2781, 2.0600, -1.4640], [-1.6916, -2.1372, -2.4160], [0.0730, -4.1985, 1.2012], [-3.0669, 1.1947, 3.7135], [1.7517, -5.3722, 1.0241], [-2.6342, -5.3555, 1.1146], [-1.8759, 3.8987, 1.7135], [-3.1693, 0.6137, -0.3493], [-0.3047, -1.4357, 3.0661], [1.6878, 2.9909, -3.9578], [3.2248, -1.9343, -5.5920], [4.9518, 1.4363, -1.2825], [-2.8967, 2.5364, -3.4322], [-1.3315, 0.2176, -1.4034], [-3.1712, 4.1572, 1.0377], [0.0363, 2.5552, -4.9563], [0.2991, 6.3409, 0.2246], [1.8676, -3.2612, 2.4500], [-0.0917, 1.1496, 0.7800], [2.0372, -1.1868, -5.9718], [-1.0095, 2.8189, 4.6027], [-1.5771, -1.7732, 0.9830], [-0.8676, 0.2356, 6.9028], [-2.7528, 1.4824, 2.1799], [3.0732, -2.2969, -1.3469], [2.1512, -5.5917, -2.7596], [0.4477, 0.7613, -0.9190], [2.4532, 5.2044, -1.5225], [-1.8970, -0.2110, -2.8772], [-4.1896, -1.0717, -2.7311], [0.1695, -2.1067, -0.8490], [5.6159, 0.7543, -0.1361], [-2.7172, 3.9705, -3.6883], [3.2270, 3.2643, 2.0686], [-7.0419, 0.2774, -1.1997], [-5.3463, 3.2418, 0.7686], [4.5993, -4.3493, 0.5575], [5.7485, 1.9333, 1.1086], [1.0196, -5.8340, -1.7647], [-6.0232, 1.1224, -0.2717], [3.1564, -1.5012, 0.2588], [-2.3352, -1.4679, 4.1320], [2.7848, -3.7596, -1.6815], [-0.6826, 2.5338, -6.3136], [-4.2525, -3.7007, 3.4253], [3.5976, 2.6974, 0.7675], [5.8577, 2.4898, 2.6677], [-3.8946, 1.7097, -1.1517], [-2.1992, -3.0514, 4.5706], [-1.5573, -2.0110, -0.4109], [-4.8547, 0.7821, 2.5122], [5.4676, -1.8050, -1.4813], [-4.9500, 3.1549, 2.4289], [0.9441, -0.5910, 3.5292], [1.3677, 5.6691, 2.5871], [1.4958, 4.1347, 3.2161], [4.7450, -3.4262, 1.5345], [-0.5012, -2.0632, -3.3463], [-0.2146, 5.5572, -0.9116], [-0.7124, -0.7366, 5.7795], [-4.5768, -2.3578, 4.1690]], "lowdin_charge": [-0.113, -0.076, -0.067, 0.051, -0.036, -0.077, -0.030, -0.023, 0.072, -0.041, -0.069, -0.068, -0.080, -0.111, -0.012, -0.016, -0.127, -0.105, 0.069, -0.049, 0.182, 0.096, 0.022, 0.139, -0.022, -0.050, -0.120, -0.153, 0.056, -0.002, -0.038, -0.041, -0.064, -0.078, -0.082, 0.017, -0.111, -0.063, 0.088, -0.099, 0.045, 0.027, 0.113, 0.076, 0.067, 0.071, 0.066, -0.041, 0.122, -0.032, -0.105, 0.045, -0.040, -0.073, 0.071, -0.035, 0.137, 0.035, -0.053, 0.095, 0.025, -0.061, 0.059, 0.018, 0.071, 0.124, 0.050, -0.090, 0.072, 0.065, 0.078, 0.013, 0.046, -0.013, -0.020, 0.071, -0.026, 0.073, 0.011, 0.082, 0.013, -0.030, 0.118, -0.103, 0.124, 0.058, 0.087, 0.007, -0.036, -0.021, -0.013, -0.070, 0.064, 0.149, 0.000, 0.057, 0.040, 0.003, -0.005, 0.007, 0.064, -0.014, -0.087, -0.055, -0.018, -0.004, 0.106, 0.076, -0.026, 0.031, 0.036, 0.111, 0.037, 0.096, 0.036, -0.071, 0.161, 0.056, -0.063, 0.073]}

---

# 2
{"formula": "H8N2Si2", "method": "ωB97M-V/def2-TZVPD", "lumo_ev": 0.5520, "relative_energy_kj_mol": 279.65, "orbital_gap_ev": 9.66, "total_energy_ha": -693.225553, "species": ["Si", "Si", "N", "N", "H", "H", "H", "H", "H", "H", "H", "H"], "positions_angstrom": [[-0.2223, -0.3146, 1.4451], [1.7148, 0.0690, -1.1226], [-1.2079, -1.4212, 2.1537], [0.4235, -0.5846, -0.1087], [2.8193, 0.5228, -0.3677], [2.0057, -1.0436, -2.1547], [-1.3956, -1.4810, 3.1328], [1.0181, 1.3215, -1.8957], [-2.8224, 1.6637, -1.3848], [-0.3220, -1.0006, -0.6124], [0.1923, 0.9885, 1.8324], [-2.2034, 1.2801, -0.9173]], "nbo_charge": [1.748, 1.083, -1.373, -1.515, -0.178, -0.156, 0.386, -0.181, 0.020, 0.423, -0.237, -0.021]}